57
Properties=species:S:1:pos:R:3:nbo_charge:R:1 method="wB97M-V/def2-TZVPD" max_force_ev_per_a=4.09 e_lumo_ev=0.111 smiles=OCCO.OCCO.OCCO.O.O.O.O.O.O.O.O.O e_tot_ha=-1378.7167 relative_energy_ev=2.710
O -1.517 -1.579 -1.620 -0.955
H -4.599 0.632 -0.469 0.490
H 0.328 -1.273 0.568 0.186
C 3.860 -0.058 -1.847 -0.098
H 1.974 0.258 -2.802 0.170
H 0.681 1.745 1.685 0.186
H -0.355 -4.661 0.629 0.473
H 0.022 0.048 -0.532 0.143
H -1.575 1.717 0.986 0.498
H 5.192 -1.338 -2.497 0.474
H -0.660 -1.838 -1.847 0.488
H -3.959 0.701 0.893 0.489
H 2.260 -2.113 0.396 0.518
H 2.461 -3.634 0.035 0.490
H -0.650 2.389 -0.599 0.162
H 1.632 2.457 -1.956 0.512
H 4.769 0.401 -1.394 0.177
H -1.444 5.256 -2.533 0.473
O -2.526 1.089 -2.198 -0.953
H -2.254 4.966 -0.413 0.163
H -1.726 -0.486 0.266 0.513
O 4.399 -0.952 -2.851 -0.724
O -1.206 -0.112 0.994 -0.761
H -2.071 -1.933 -2.279 0.487
C -1.157 3.210 -0.102 -0.088
C 2.780 0.840 -2.394 -0.083
O -0.554 -3.792 0.357 -0.991
H 2.727 -0.696 2.037 0.487
H 0.018 -3.095 2.189 0.490
O 2.218 0.697 0.888 -0.775
H -2.567 -2.736 0.411 0.473
O -2.047 2.547 0.749 -0.759
H -0.387 3.818 0.348 0.162
H -1.901 -0.828 4.273 0.484
H 0.291 -3.443 -0.035 0.501
O 2.236 1.811 -1.496 -0.752
H 2.173 1.131 0.014 0.506
H -1.129 -0.508 3.062 0.480
H 3.111 1.393 -3.272 0.181
H -3.339 -1.479 0.616 0.471
O -3.090 -2.321 1.031 -0.957
H 1.072 0.295 2.429 0.184
O 1.957 -2.814 -0.200 -0.996
C 0.933 0.681 1.424 -0.117
O -4.174 0.078 0.206 -0.960
C -1.855 4.127 -0.999 -0.077
O 0.488 -2.894 3.005 -0.997
O -0.965 4.550 -2.049 -0.727
C 0.060 -0.244 0.592 -0.084
O -1.012 -0.801 3.909 -0.947
O 2.924 -1.619 2.196 -0.995
H -2.158 0.233 -2.121 0.478
H -2.776 1.354 -1.356 0.463
H 3.558 -0.707 -0.949 0.183
H 0.031 -2.174 3.410 0.492
H -2.702 3.696 -1.521 0.165
H 2.202 -1.993 2.733 0.503